12
Properties=species:S:1:pos:R:3 method="wB97M-V/def2-TZVPD" total_charge=+1 homo_lumo_gap_ev=10.5 lumo_energy_ev=-4.8450
C 0.2785 1.4461 -0.1685
C 1.0577 -0.8464 -0.2528
C -1.3158 0.0086 0.6434
N -0.8978 1.2605 0.2343
N 1.2982 0.4669 -0.3853
N -0.1372 -1.2795 0.1718
Cl -2.8129 -0.3180 -0.1468
H 0.3286 2.5204 -0.4267
H 1.8879 -1.4240 -0.6740
H -1.3060 -0.3606 1.6963
H 2.1539 0.7080 -0.8387
H -0.5351 -2.1821 0.1471